No. 1
DFT (ωB97M-V with the def2-TZVPD basis set) results for a molecular structure, C10H16Cl3NO4Re in a non-equilibrium geometry.

```
35
Properties=species:S:1:pos:R:3:mulliken_charge:R:1
C -0.47636 -1.40873 -0.06584 0.80
C 0.93600 -1.18059 -0.20622 0.92
C 1.12996 -0.18944 -1.19525 0.04
C 2.02282 -1.94166 0.45262 -1.66
C -0.13644 0.22669 -1.66531 1.16
C -1.14322 -0.53029 -0.97577 0.64
C -2.60002 -0.50314 -1.26176 -1.74
C -1.11482 -2.45170 0.77585 -1.79
C 2.43815 0.29556 -1.69089 -1.57
C -0.35618 1.17524 -2.78228 -1.90
Re -0.23109 0.73022 0.69742 0.83
Cl 4.16541 0.12722 3.41631 -0.98
Cl 0.69474 -0.18045 2.70371 -0.29
Cl 1.61036 2.21799 0.76224 -0.41
H 1.66802 -2.48576 1.31911 0.33
H 2.82637 -1.28889 0.78095 0.35
H 2.43877 -2.65964 -0.25733 0.33
H 3.18123 0.32199 -0.90076 0.39
H 2.36331 1.29471 -2.10766 0.37
H 2.80279 -0.37102 -2.47536 0.34
H 0.29704 2.03965 -2.70840 0.41
H -1.37677 1.53694 -2.81050 0.35
H -0.14413 0.67168 -3.72768 0.30
H -2.93289 0.49309 -1.53684 0.41
H -3.17830 -0.82126 -0.39993 0.38
H -2.83118 -1.17878 -2.08692 0.28
H -0.58401 -2.58152 1.71317 0.37
H -1.12162 -3.40678 0.24762 0.30
H -2.14003 -2.19173 1.01896 0.37
O -1.82345 0.66405 1.77701 -0.66
H -2.49516 1.27818 1.44161 0.25
O -0.14759 3.88387 3.31220 -0.61
N -0.98272 3.10581 2.96646 0.79
O -2.08182 3.16844 3.42540 -0.66
O -0.67716 2.14007 2.04403 -0.43
```

Results
Relative energy (zero: lowest compared OMol25 entry of this formula, charge and spin) ... 31.0 kcal/mol
Max |F| ... 0.1980 Eh/bohr
⟨S²⟩ ... 3.773
Spin multiplicity ... 4
HOMO level (alpha / beta) ... 0.0 / -0.8 eV
Net charge ... -2

***

No. 2
DFT (ωB97M-V with the def2-TZVPD basis set) results for 2 unconnected molecules or ions with the total composition C2H2FO2S in a non-equilibrium geometry.

```
8
Properties=species:S:1:pos:R:3:mulliken_charge:R:1
C -0.53804 0.57261 1.36841 0.38
C -0.88892 -0.16609 0.22210 0.51
O -0.05705 0.78823 2.46386 -0.50
O -1.24455 1.17597 0.31806 -0.34
F -1.96546 -1.02886 0.30157 -0.25
S 1.92112 -0.12919 -2.52489 -0.90
H -0.12004 -0.44881 -0.51153 0.13
H 2.89294 -0.76386 -1.63759 -0.03
```

Results
Relative energy (zero: lowest compared OMol25 entry of this formula, charge and spin) ... 42.6 kcal/mol
Max |F| ... 0.0602 Eh/bohr
HOMO level ... -2.9 eV
Net charge ... -1

***

No. 3
DFT (ωB97M-V with the def2-TZVPD basis set) results for a gas-phase ion, C5H12N (charge +1) in a non-equilibrium geometry.

```
18
Properties=species:S:1:pos:R:3:mulliken_charge:R:1
C 0.46584 0.98731 1.90788 -1.02
C 1.19146 0.00372 0.98577 -0.40
C 1.13940 0.24824 -0.52668 -0.84
C -0.25241 0.41298 -1.11235 -0.50
C -2.15015 -1.19211 -1.19883 -0.12
N -0.92177 -0.92114 -1.08908 0.01
H 0.04339 0.40585 2.72994 0.29
H 1.12290 1.72906 2.35014 0.31
H -0.38404 1.48709 1.44068 0.27
H 2.22461 -0.06667 1.22217 0.41
H 0.88707 -1.02534 1.22753 0.27
H 1.70809 1.15423 -0.74910 0.35
H 1.73780 -0.49392 -1.06752 0.40
H -0.86377 1.04923 -0.48078 0.34
H -0.19512 0.73023 -2.13657 0.34
H -2.43800 -2.24313 -1.18904 0.26
H -2.99963 -0.53564 -1.33314 0.30
H -0.31568 -1.73000 -0.98104 0.32
```

Results
Relative energy (zero: lowest compared OMol25 entry of this formula, charge and spin) ... 31.4 kcal/mol
Max |F| ... 0.0294 Eh/bohr
SMILES ... C=[NH+]CCCC
HOMO level ... -15.2 eV
Net charge ... +1